1.
15
Properties=species:S:1:pos:R:3 method="wB97M-V/def2-TZVPD" gap_ev=7.527 lumo_ev=0.465 multiplicity=1 de_lowest_kj_mol=288.3
C -2.44 -0.41 0.77
C 0.07 -0.65 0.27
C -1.24 1.54 0.08
C 2.46 -1.48 -0.13
N -2.19 0.71 0.21
N -1.45 2.84 -0.10
N 1.03 -1.54 0.16
S 0.45 0.86 -0.33
Cl -3.07 -1.57 -0.31
H 3.06 -2.04 0.67
H 2.86 -2.07 -1.04
H 2.71 -0.37 -0.07
H -2.33 3.24 0.02
H -0.79 3.45 -0.47
H 0.86 -2.51 0.27

2.
7
Properties=species:S:1:pos:R:3 method="wB97M-V/def2-TZVPD" gap_ev=8.921 lumo_ev=0.139 multiplicity=1 de_lowest_kj_mol=84.9
O -0.68 1.51 0.45
P -1.06 0.12 -0.30
P 1.05 -0.69 -0.17
F 0.89 -2.11 -0.92
H -0.64 1.66 1.41
H -0.48 0.68 -1.52
H 0.92 -1.18 1.05

3.
84
Properties=species:S:1:pos:R:3 method="wB97M-V/def2-TZVPD" gap_ev="4.932 / 5.342" lumo_ev="-3.326 / -3.326" multiplicity=2 de_lowest_kj_mol=76.1 charge=+1
Ti 0.72 -0.44 -2.07
O 7.27 -0.78 -0.27
C 6.77 0.33 -0.50
O 7.18 1.49 -0.45
C 5.24 0.23 -0.91
C 4.45 1.37 -0.97
C 3.11 1.26 -1.26
N 2.54 0.07 -1.49
C 3.31 -1.05 -1.49
C 4.66 -1.00 -1.20
C 2.55 -2.31 -1.83
O 3.08 -3.32 -2.22
O 1.24 -2.15 -1.69
H 4.91 2.33 -0.79
H 2.45 2.12 -1.31
H 5.26 -1.90 -1.17
F 0.50 -0.55 4.58
C -0.19 0.27 3.76
C -0.07 0.09 2.41
C -0.79 0.89 1.52
C -0.65 0.75 0.10
O 0.07 -0.21 -0.41
C -1.34 1.69 -0.72
C -2.19 2.59 -0.16
N -2.39 2.69 1.18
C -3.36 3.62 1.69
C -4.69 3.71 1.00
C -4.60 3.06 2.35
C -1.65 1.89 2.05
C -1.72 2.07 3.43
C -0.98 1.27 4.31
N -1.10 1.53 5.71
C 0.07 1.30 6.54
C -0.11 2.03 7.86
N -1.36 1.51 8.52
C -2.55 1.73 7.64
C -2.32 1.01 6.32
C -1.20 1.70 -2.22
O -1.97 2.30 -2.92
O -0.17 1.00 -2.66
H 0.58 -0.69 2.02
H -2.73 3.28 -0.79
H -2.94 4.53 2.09
H -4.86 3.07 0.15
H -5.14 4.69 0.92
H -4.68 1.98 2.38
H -5.01 3.56 3.21
H -2.32 2.86 3.85
H 0.95 1.69 6.04
H 0.24 0.23 6.74
H -0.25 3.10 7.70
H 0.73 1.86 8.52
H -1.49 1.93 9.43
H -1.24 0.50 8.66
H -2.64 2.80 7.47
H -3.44 1.36 8.15
H -3.16 1.20 5.66
H -2.26 -0.07 6.50
C 0.16 -4.08 -6.73
N 0.91 -2.93 -6.26
N 0.65 -2.28 -5.09
C 1.54 -1.25 -4.93
O 1.56 -0.51 -3.90
C 2.36 -1.26 -6.08
C 1.94 -2.31 -6.86
C 2.45 -2.75 -8.19
C -0.27 -2.66 -4.08
C -0.22 -3.91 -3.48
C -0.99 -4.16 -2.35
C -1.75 -3.14 -1.79
C -1.82 -1.90 -2.41
C -1.10 -1.66 -3.58
H -0.75 -4.17 -6.14
H 0.74 -4.99 -6.64
H -0.12 -3.93 -7.77
H 3.16 -0.57 -6.28
H 3.29 -2.13 -8.48
H 1.67 -2.66 -8.95
H 2.78 -3.79 -8.16
H 0.46 -4.67 -3.85
H -0.95 -5.13 -1.88
H -2.30 -3.33 -0.88
H -2.48 -1.14 -2.02
H -1.23 -0.74 -4.13

4.
175
Properties=species:S:1:pos:R:3 method="wB97M-V/def2-TZVPD" gap_ev=7.878 lumo_ev=-3.160 multiplicity=1 charge=+1
C -9.50 2.56 5.24
C -9.05 2.42 6.82
C -7.53 1.77 6.82
C -6.86 1.64 8.33
C -5.24 1.74 8.13
C -4.38 0.98 9.34
C -2.78 1.17 8.98
C -2.31 0.22 7.70
C -0.68 -0.07 7.81
C 0.07 0.00 6.32
C 1.46 0.92 6.40
C 2.70 0.25 5.56
C 2.78 0.81 4.01
C 4.09 0.09 3.30
C 4.71 1.02 2.11
C 4.32 0.58 0.58
C 5.70 0.58 -0.29
N 5.48 0.44 -1.81
B 6.71 -0.11 -2.49
O 7.22 -1.43 -1.96
N 7.61 0.50 -3.51
C 8.42 -0.44 -4.34
C 7.24 1.79 -4.12
C 4.16 -0.22 -2.05
P 3.76 -0.76 -3.87
O 4.43 0.47 -4.97
I 4.87 -2.83 -4.57
C 3.64 -1.26 -0.89
C 2.10 -1.77 -1.28
O 2.08 -2.99 -2.10
O 1.30 -3.92 -1.54
C 4.55 -2.59 -0.63
C 3.87 -3.64 0.48
O 3.65 -4.93 0.12
F 3.44 -3.26 1.85
O 3.48 -0.62 0.45
H -10.66 2.42 5.06
H -9.11 3.59 4.79
H -8.94 1.71 4.63
H -9.81 1.75 7.43
H -9.08 3.51 7.29
H -6.85 2.51 6.20
H -7.57 0.72 6.28
H -7.28 2.44 9.08
H -7.10 0.57 8.78
H -4.92 2.86 8.01
H -4.94 1.21 7.11
H -4.63 -0.19 9.40
H -4.62 1.48 10.38
H -2.66 2.29 8.61
H -2.08 1.02 9.92
H -2.94 -0.78 7.78
H -2.61 0.73 6.67
H -0.23 0.77 8.53
H -0.57 -1.12 8.31
H -0.65 0.45 5.49
H 0.40 -1.10 6.09
H 1.27 2.04 6.09
H 1.76 0.92 7.53
H 3.72 0.58 6.09
H 2.71 -0.94 5.63
H 3.01 1.96 4.07
H 1.81 0.63 3.39
H 3.88 -1.02 3.00
H 4.92 0.04 4.16
H 4.29 2.12 2.30
H 5.89 1.13 2.26
H 3.66 1.48 0.14
H 6.23 1.63 -0.08
H 6.40 -0.23 0.17
H 5.37 1.45 -2.11
H 7.09 -2.16 -2.62
H 9.01 0.14 -5.20
H 9.27 -0.89 -3.64
H 7.86 -1.35 -4.81
H 7.94 2.66 -3.73
H 7.45 1.73 -5.29
H 6.14 2.18 -4.01
H 3.36 0.67 -1.97
H 5.25 0.04 -5.39
H 1.62 -2.07 -0.23
H 1.43 -0.91 -1.71
H 1.73 -4.80 -1.80
H 5.56 -2.22 -0.11
H 4.79 -3.25 -1.56
C -10.10 1.25 0.84
C -9.76 2.70 0.91
O -10.86 3.26 1.60
C -11.43 2.26 2.33
O -12.30 2.43 3.17
O -10.90 1.05 1.99
H -9.22 0.61 0.87
H -10.70 1.00 -0.05
H -8.85 2.88 1.49
H -9.64 3.15 -0.08
C -12.14 -2.99 1.58
C -13.53 -2.47 1.44
O -13.38 -1.38 0.54
C -12.24 -1.61 -0.18
O -11.90 -0.97 -1.15
O -11.54 -2.66 0.34
H -12.11 -4.07 1.75
H -11.58 -2.49 2.38
H -14.21 -3.20 0.99
H -13.95 -2.13 2.39
C 3.60 5.59 0.50
C 5.08 5.43 0.50
O 5.29 4.27 -0.28
C 4.20 4.14 -1.09
O 4.13 3.34 -2.01
O 3.21 5.01 -0.74
H 3.28 6.63 0.54
H 3.12 5.03 1.31
H 5.59 6.28 0.02
H 5.48 5.30 1.51
C 2.13 -5.28 -7.01
C 3.05 -4.27 -7.61
O 3.13 -4.66 -8.96
C 2.00 -5.38 -9.24
O 1.66 -5.72 -10.35
O 1.30 -5.65 -8.10
H 1.53 -4.87 -6.19
H 2.66 -6.17 -6.65
H 2.64 -3.25 -7.56
H 4.04 -4.27 -7.14
C 4.04 9.69 -0.90
C 4.65 10.99 -0.47
O 5.09 10.72 0.85
C 5.26 9.37 0.94
O 5.79 8.80 1.88
O 4.76 8.73 -0.16
H 4.14 9.52 -1.97
H 2.98 9.62 -0.63
H 5.51 11.26 -1.08
H 3.93 11.81 -0.48
C -15.11 1.01 3.87
C -15.94 1.87 4.77
O -16.78 0.94 5.43
C -16.15 -0.27 5.38
O -16.51 -1.26 6.00
O -15.06 -0.23 4.56
H -14.11 1.41 3.72
H -15.59 0.85 2.90
H -15.34 2.39 5.52
H -16.53 2.60 4.22
C 12.01 -2.37 -0.95
C 12.45 -3.58 -1.71
O 11.82 -3.42 -2.97
C 11.58 -2.09 -3.12
O 11.20 -1.57 -4.16
O 11.82 -1.40 -1.97
H 12.77 -2.03 -0.23
H 11.07 -2.53 -0.42
H 13.54 -3.61 -1.86
H 12.13 -4.51 -1.23
C 6.06 -8.45 -7.95
C 6.40 -7.00 -7.88
O 5.30 -6.44 -7.19
C 4.73 -7.44 -6.47
O 3.86 -7.27 -5.63
O 5.26 -8.65 -6.80
H 6.94 -9.09 -7.93
H 5.47 -8.70 -8.84
H 7.31 -6.82 -7.30
H 6.52 -6.55 -8.87
C -0.11 -3.03 -11.27
C 1.23 -2.44 -11.60
O 1.02 -1.05 -11.45
C -0.03 -0.90 -10.59
O -0.38 0.16 -10.11
O -0.65 -2.09 -10.35
H -0.02 -4.02 -10.80
H -0.77 -3.10 -12.14
H 2.01 -2.76 -10.91
H 1.54 -2.68 -12.62

| no. | E (Ha) |
| --- | --- |
| 1 | -1178.5007 |
| 2 | -859.5991 |
| 3 | -3233.1962 |
| 4 | -5349.9167 |